C6H12FN2O2 | ωB97M-V with the def2-TZVPD basis set

The net charge is +1. The calculation puts the largest force on an atom at 5.44 eV/A. Its gap between HOMO and LUMO (spin up / spin down) is 0.331 / 0.331 Eh. The HOMO energy (spin up / spin down) is -13.868 / -13.868 eV.

Each line ends with the Mulliken charge.
CARTESIAN COORDINATES (ANGSTROEM)
C -0.052 1.817 2.004  -0.99
C 0.415 0.823 1.225  0.29
C -0.059 -1.956 -0.101  -1.39
C -2.116 0.547 -0.023  -1.45
C -0.198 -0.822 -1.147  -0.01
C -0.841 0.399 -0.625  0.69
N 1.696 0.367 1.384  0.96
N 1.171 -0.513 -1.727  -0.30
O 2.426 0.168 0.370  -0.64
O 2.134 0.163 2.470  -0.48
F -0.479 1.418 -1.427  -0.35
H 0.589 2.415 2.623  0.32
H -1.016 2.278 1.960  0.20
H -0.297 -1.645 0.901  0.40
H 0.954 -2.418 -0.225  0.37
H -0.649 -2.859 -0.331  0.35
H -2.249 -0.063 0.763  0.40
H -2.339 1.724 0.242  0.34
H -2.879 0.408 -0.749  0.45
H -0.806 -1.098 -1.931  0.73
H 1.142 0.240 -2.535  0.39
H 1.600 -1.207 -2.267  0.35
H 1.851 -0.188 -0.854  0.34

C6H12INO | ωB97M-V with the def2-TZVPD basis set

The calculation puts the largest force on an atom at 4.93 eV/A. Its gap between HOMO and LUMO is 0.324 Eh. The HOMO energy is -8.721 eV.

Each line ends with the Mulliken charge.
CARTESIAN COORDINATES (ANGSTROEM)
C -1.081 0.863 0.710  -0.18
C 2.245 0.281 -1.623  -1.24
C 0.343 1.261 0.834  -0.68
C 1.384 -0.530 -0.661  -0.19
C 1.316 0.086 0.739  -0.82
C -2.668 -0.834 0.414  -0.02
N -1.426 -0.349 0.625  -0.13
O -2.747 -1.914 -0.377  -0.42
I -4.309 0.492 -0.119  -0.02
H -1.816 1.676 0.658  0.28
H 1.866 1.296 -1.729  0.30
H 3.271 0.335 -1.262  0.32
H 2.254 -0.180 -2.608  0.37
H 0.468 1.779 1.792  0.37
H 0.546 2.004 0.057  0.28
H 1.800 -1.537 -0.583  0.31
H 0.375 -0.624 -1.065  0.17
H 2.314 0.425 1.026  0.41
H 0.997 -0.673 1.455  0.34
H -3.178 -1.396 1.992  0.25
H -1.954 -2.459 -0.275  0.29

C6H12MgO15P2V | ωB97M-V with the def2-TZVPD basis set

The net charge is -2. As for the multiplicity: 2. The calculation puts the largest force on an atom at 15.10 eV/A. Its expectation value of S² is 0.775. Its gap between HOMO and LUMO (spin up / spin down) is 0.148 / 0.148 Eh. The HOMO energy (spin up / spin down) is 0.220 / 0.214 eV.

Each line ends with the Mulliken charge.
CARTESIAN COORDINATES (ANGSTROEM)
O -1.845 -1.551 -17.692  -0.69
V -0.559 -2.060 -18.556  1.04
Mg 2.143 -0.799 -18.520  2.12
P -0.307 -0.654 -20.946  0.92
O -0.476 0.632 -21.769  -0.84
O -1.510 -1.404 -20.410  -0.72
O 0.715 -0.645 -19.722  0.25
O -0.030 -1.607 -22.095  -0.92
P 1.944 -2.478 -16.954  0.68
O 0.893 -1.441 -17.187  -0.74
O 1.642 -2.584 -18.417  -0.79
O 1.807 -3.982 -17.052  -0.59
O 3.172 -1.657 -17.218  -0.65
C 1.907 2.589 -20.454  -0.26
O 1.718 3.049 -19.175  -0.34
C 2.159 2.289 -18.123  0.79
O 2.428 1.059 -18.169  -1.00
O 2.004 3.102 -17.040  -0.35
C 1.834 2.574 -15.699  -0.66
H 1.707 3.417 -21.135  0.23
H 1.335 1.698 -20.712  0.05
H 2.969 2.349 -20.490  0.13
H 1.105 1.770 -15.601  0.28
H 1.375 3.225 -14.955  0.28
H 2.768 2.244 -15.246  0.30
C 5.688 0.274 -19.649  -0.50
O 5.369 -0.309 -20.902  -0.40
C 4.160 -0.884 -21.080  0.68
O 3.321 -0.909 -20.170  -0.80
O 4.078 -1.354 -22.381  -0.40
C 2.825 -1.717 -22.941  -0.70
H 5.096 1.182 -19.535  0.11
H 6.717 0.635 -19.647  0.29
H 5.490 -0.324 -18.759  0.28
H 2.843 -2.191 -23.922  0.29
H 2.191 -0.852 -23.138  0.32
H 2.292 -2.447 -22.332  0.33